Record 1
Here is a 11-piece molecular cluster, C44H81F3O22 overall in a non-equilibrium geometry from OMol25. Energies are from ωB97M-V with the def2-TZVPD basis set.

Calculated values
- E_LUMO (Ha) = 0.0047
- structure (SMILES) = CCOC(=O)C(F)(F)F.O=C1CCCO1.O=C1CCCO1.O=C1CCCO1.O=C1CCCO1.O=C1CCCO1.O=C1CCCO1.COCCOC.COCCOC.COCCOC.COCCOC
- E_tot (eV) = -100131.4919
- highest occupied orbital energy (eV) = -9.24

Geometry as ORCA input:
```
! RIJCOSX wB97M-V def2-TZVPD def2/J DEFGRID3
* xyz 0 1
C -8.84 -16.47 18.92
O -7.55 -15.97 19.27
C -6.68 -15.60 18.16
C -7.15 -14.35 17.49
O -8.39 -14.40 16.81
C -8.37 -15.30 15.70
H -9.56 -15.75 18.53
H -9.34 -16.77 19.84
H -8.81 -17.40 18.34
H -6.63 -16.45 17.48
H -5.67 -15.50 18.55
H -6.38 -13.89 16.87
H -7.32 -13.50 18.16
H -9.30 -15.14 15.15
H -8.35 -16.34 16.04
H -7.56 -15.08 15.00
C -11.68 -8.11 11.03
O -11.76 -8.36 12.41
C -12.93 -7.93 13.09
C -12.98 -8.05 14.62
O -13.23 -9.38 14.99
C -12.14 -10.24 14.68
H -11.59 -7.08 10.69
H -12.48 -8.53 10.41
H -10.80 -8.56 10.59
H -13.85 -8.40 12.73
H -13.04 -6.86 12.87
H -13.85 -7.48 14.93
H -12.14 -7.57 15.12
H -12.18 -11.22 15.17
H -11.20 -9.75 14.94
H -12.03 -10.45 13.62
C -2.03 -5.97 23.45
O -2.44 -6.31 24.73
C -3.53 -5.55 25.16
C -3.94 -5.91 26.59
O -4.54 -7.21 26.66
C -4.99 -7.65 27.90
H -1.77 -4.91 23.46
H -2.75 -6.33 22.72
H -1.18 -6.60 23.14
H -4.38 -5.59 24.49
H -3.27 -4.49 25.11
H -4.66 -5.20 26.99
H -3.01 -6.00 27.15
H -4.19 -7.87 28.61
H -5.60 -8.55 27.88
H -5.62 -6.92 28.42
C -2.34 -8.22 17.72
O -1.38 -7.20 17.66
C -1.60 -6.24 16.61
C -2.59 -5.22 17.08
O -2.40 -3.97 16.43
C -3.05 -3.82 15.13
H -3.38 -7.89 17.61
H -2.32 -8.77 18.66
H -2.05 -8.98 17.00
H -1.91 -6.72 15.69
H -0.60 -5.81 16.50
H -2.56 -5.04 18.16
H -3.63 -5.52 16.93
H -2.64 -4.58 14.45
H -2.81 -2.88 14.63
H -4.13 -3.82 15.21
O -11.52 -4.09 26.24
C -11.38 -5.28 25.89
O -10.19 -5.93 26.07
C -10.21 -7.22 25.48
C -11.69 -7.59 25.51
C -12.37 -6.26 25.19
H -9.64 -7.99 25.99
H -9.81 -7.25 24.46
H -11.93 -7.91 26.52
H -11.87 -8.37 24.76
H -13.36 -6.22 25.65
H -12.58 -6.14 24.13
O -13.13 -3.14 18.17
C -13.07 -2.72 19.33
O -12.20 -1.69 19.70
C -12.28 -1.33 21.07
C -13.48 -2.08 21.51
C -13.81 -3.19 20.54
H -12.37 -0.26 21.25
H -11.37 -1.68 21.56
H -14.28 -1.35 21.62
H -13.25 -2.47 22.51
H -14.90 -3.23 20.44
H -13.38 -4.14 20.83
O -4.02 -7.70 12.06
C -4.87 -8.34 12.65
O -5.06 -8.25 13.95
C -6.04 -9.10 14.49
C -6.83 -9.55 13.29
C -5.90 -9.36 12.06
H -6.65 -8.47 15.14
H -5.64 -9.98 14.99
H -7.66 -8.87 13.08
H -7.18 -10.57 13.44
H -6.46 -8.94 11.22
H -5.41 -10.30 11.81
O -6.15 -11.09 24.89
C -4.98 -11.07 24.59
O -4.06 -11.85 25.21
C -2.75 -11.71 24.66
C -2.97 -10.83 23.42
C -4.36 -10.26 23.53
H -2.34 -12.67 24.38
H -2.10 -11.26 25.41
H -2.98 -11.33 22.45
H -2.21 -10.05 23.43
H -5.00 -10.27 22.64
H -4.35 -9.23 23.89
O -15.25 -8.55 21.52
C -15.99 -8.90 20.69
O -17.07 -9.70 20.93
C -17.93 -9.79 19.76
C -17.03 -9.23 18.67
C -15.99 -8.41 19.31
H -18.88 -9.27 19.87
H -18.08 -10.84 19.53
H -17.58 -8.67 17.91
H -16.57 -10.06 18.12
H -16.27 -7.37 19.47
H -14.99 -8.57 18.92
O -15.61 -13.93 19.72
C -15.49 -14.46 20.78
O -14.33 -14.62 21.34
C -14.44 -15.17 22.64
C -15.98 -15.06 22.94
C -16.58 -15.14 21.62
H -13.89 -14.49 23.29
H -14.00 -16.16 22.52
H -16.30 -14.11 23.38
H -16.42 -15.82 23.57
H -17.39 -14.44 21.44
H -16.85 -16.16 21.36
C -10.11 -10.93 21.16
C -10.56 -9.93 20.12
O -10.09 -8.62 20.38
C -8.92 -8.14 19.94
O -7.99 -8.79 19.42
C -8.64 -6.70 20.37
F -7.63 -6.69 21.19
F -8.41 -5.96 19.25
F -9.71 -6.28 21.04
H -10.44 -11.94 20.91
H -10.57 -10.56 22.08
H -9.02 -10.93 21.28
H -11.64 -9.88 20.21
H -10.30 -10.32 19.14
*
```

Here are the Mulliken charges for atoms 1 to 8, given in e: atom 1 (C): -0.65, atom 2 (O): -0.37, atom 3 (C): -0.41, atom 4 (C): -0.49, atom 5 (O): -0.31, atom 6 (C): -0.71, atom 7 (H): 0.27, atom 8 (H): 0.28

Record 2
Here is a 15-piece molecular cluster, C44H83F21N4O38P4 overall in a non-equilibrium geometry from OMol25. Energies are from ωB97M-V with the def2-TZVPD basis set.

Calculated values
- E_LUMO (Ha) = -0.0098
- energy above the lowest of the compared OMol25 structures with the same formula, charge and spin (kJ/mol) = 277.5
- E_tot (eV) = -224955.5708
- highest occupied orbital energy (eV) = -10.64

Geometry as ORCA input:
```
! RIJCOSX wB97M-V def2-TZVPD def2/J DEFGRID3
* xyz 0 1
C -4.10 -4.30 5.36
N -3.75 -4.65 6.85
O -4.62 -4.48 7.69
O -2.62 -4.90 7.24
H -3.45 -4.91 4.73
H -4.01 -3.22 5.33
H -5.13 -4.56 5.07
C 1.05 -1.32 5.82
N 1.78 -2.63 5.75
O 2.87 -2.65 6.28
O 1.20 -3.59 5.22
H 1.22 -0.89 4.84
H 1.39 -0.90 6.77
H -0.01 -1.57 5.83
C 7.03 -2.03 -0.51
N 7.44 -3.23 -1.36
O 8.37 -3.06 -2.13
O 6.92 -4.30 -1.13
H 7.15 -2.19 0.56
H 5.99 -1.84 -0.74
H 7.63 -1.21 -0.92
C 5.97 0.49 5.79
N 5.89 1.26 4.51
O 6.51 2.34 4.38
O 5.27 0.73 3.62
H 6.39 -0.50 5.62
H 4.95 0.34 6.15
H 6.52 1.11 6.50
C 1.71 -2.04 0.93
O 0.65 -1.28 1.51
P -0.35 -0.46 0.53
O -1.30 0.35 1.26
O 0.63 0.40 -0.48
C 1.28 1.60 0.07
O -0.94 -1.63 -0.43
C -1.64 -2.67 0.14
H 1.64 -3.11 1.18
H 2.69 -1.80 1.33
H 1.73 -1.89 -0.14
H 2.35 1.58 0.27
H 0.90 2.02 1.00
H 1.40 2.41 -0.66
H -1.57 -2.66 1.23
H -1.26 -3.62 -0.24
H -2.71 -2.73 -0.09
C -2.80 1.26 -4.19
O -3.40 0.00 -3.89
P -4.95 -0.31 -3.65
O -5.27 -1.73 -3.41
O -5.49 0.66 -2.51
C -5.87 0.23 -1.20
O -5.65 0.37 -5.00
C -5.37 -0.21 -6.26
H -2.23 1.71 -3.38
H -3.55 2.01 -4.46
H -2.21 1.16 -5.10
H -5.44 0.71 -0.32
H -5.83 -0.85 -1.00
H -6.94 0.45 -1.16
H -4.58 0.20 -6.88
H -6.30 -0.09 -6.82
H -5.06 -1.24 -6.11
C 6.54 6.37 -3.12
O 7.28 5.20 -3.28
P 6.69 3.85 -2.70
O 6.13 3.96 -1.33
O 5.53 3.51 -3.84
C 4.60 2.42 -3.70
O 7.85 2.75 -2.94
C 8.43 2.51 -4.18
H 7.21 7.22 -3.05
H 5.90 6.41 -2.24
H 5.93 6.50 -4.02
H 3.56 2.71 -3.90
H 4.65 1.90 -2.75
H 4.84 1.74 -4.52
H 8.02 1.59 -4.59
H 9.50 2.34 -4.06
H 8.37 3.34 -4.88
C 1.75 7.81 -1.87
O 0.81 6.91 -2.57
P 0.42 7.20 -4.14
O -0.52 6.19 -4.71
O -0.21 8.73 -4.06
C -0.37 9.47 -5.27
O 1.89 7.41 -4.78
C 2.30 6.60 -5.89
H 2.58 7.21 -1.48
H 1.27 8.29 -1.02
H 2.19 8.55 -2.54
H 0.15 10.42 -5.22
H -1.44 9.67 -5.37
H -0.01 9.01 -6.19
H 3.35 6.31 -5.81
H 1.99 7.03 -6.84
H 1.77 5.66 -5.76
C 3.61 -7.88 -2.10
C 2.48 -7.07 -1.41
O 1.53 -7.95 -0.88
C 0.32 -8.30 -1.52
O -0.04 -7.81 -2.55
C -0.56 -9.29 -0.81
F -0.08 -9.42 0.46
F -1.81 -8.84 -0.77
F -0.52 -10.44 -1.48
H 4.36 -7.24 -2.55
H 3.28 -8.57 -2.88
H 4.15 -8.49 -1.37
H 2.12 -6.34 -2.14
H 2.79 -6.51 -0.53
C -3.22 3.28 5.00
C -4.51 2.49 4.67
O -5.50 3.39 4.28
C -6.68 2.96 3.87
O -7.11 1.79 4.09
C -7.65 4.03 3.31
F -7.08 5.24 3.15
F -7.95 3.67 2.12
F -8.77 4.15 4.00
H -2.41 2.72 5.47
H -3.46 4.09 5.68
H -2.92 3.66 4.02
H -4.79 1.88 5.53
H -4.26 1.89 3.80
C -3.47 5.14 0.08
C -3.78 5.22 -1.44
O -5.07 4.88 -1.81
C -5.69 5.30 -2.95
O -5.16 6.01 -3.81
C -7.17 4.91 -3.12
F -7.60 3.92 -2.34
F -7.94 5.93 -2.72
F -7.34 4.68 -4.42
H -2.44 5.44 0.29
H -3.77 4.15 0.44
H -4.06 5.81 0.71
H -3.17 4.66 -2.16
H -3.50 6.25 -1.66
C 0.49 -3.74 -4.65
C 1.30 -2.56 -5.14
O 2.54 -2.89 -5.84
C 3.66 -3.25 -5.20
O 3.81 -3.26 -3.97
C 4.77 -3.79 -6.13
F 4.70 -5.15 -6.12
F 4.60 -3.44 -7.46
F 5.98 -3.44 -5.64
H 0.80 -4.65 -5.16
H -0.55 -3.51 -4.90
H 0.55 -3.90 -3.58
H 1.55 -1.84 -4.36
H 0.69 -1.93 -5.78
C 2.11 5.40 4.13
C 1.34 6.62 3.68
O 0.34 6.94 4.61
C -0.69 7.86 4.29
O -0.80 8.40 3.21
C -1.76 8.04 5.47
F -2.99 7.71 5.07
F -1.40 7.32 6.51
F -1.79 9.32 5.88
H 1.36 4.64 4.35
H 2.71 5.63 5.00
H 2.69 4.96 3.32
H 0.98 6.39 2.68
H 2.03 7.45 3.51
C 7.61 -7.34 3.16
C 6.56 -8.29 2.45
O 5.57 -8.68 3.43
C 4.49 -7.92 3.56
O 4.34 -6.85 2.97
C 3.37 -8.46 4.47
F 3.77 -9.54 5.20
F 3.01 -7.56 5.35
F 2.23 -8.82 3.76
H 8.19 -6.91 2.34
H 8.28 -7.92 3.80
H 7.06 -6.55 3.66
H 7.07 -9.14 2.01
H 6.13 -7.74 1.62
C -9.30 -3.41 3.09
C -9.59 -4.90 2.94
O -8.44 -5.53 2.47
C -8.27 -5.82 1.11
O -9.07 -5.57 0.25
C -6.86 -6.23 0.80
F -6.89 -7.52 0.64
F -6.37 -5.62 -0.30
F -6.08 -5.95 1.78
H -9.50 -2.88 2.16
H -8.29 -3.10 3.37
H -10.00 -2.89 3.73
H -10.47 -5.16 2.37
H -9.85 -5.35 3.90
*
```

Here are the Mulliken charges for atoms 1 to 8, given in e: atom 1 (C): -0.59, atom 2 (N): 0.80, atom 3 (O): -0.51, atom 4 (O): -0.51, atom 5 (H): 0.27, atom 6 (H): 0.27, atom 7 (H): 0.28, atom 8 (C): -0.73